Density functional theory data (the ωB97M-V functional and the def2-TZVPD basis) for a structure of composition C28H29N3NiOPS.

Each line ends with the natural charge from an NBO analysis.
Geometry (Å):
Ni: -0.2874 0.5322 -0.1117  1.169
C: 1.9289 -4.3826 -0.2744  -0.198
C: 2.2483 -3.5334 -1.3276  -0.225
C: 2.2897 -2.1658 -1.1215  -0.151
C: 2.0259 -1.6292 0.1413  -0.379
C: 1.7067 -2.4862 1.1901  -0.212
C: 1.6562 -3.8585 0.9786  -0.190
P: 2.0524 0.1924 0.3088  0.838
C: 3.7842 0.6606 0.0826  -0.389
C: 4.0939 1.8168 -0.6300  -0.191
C: 5.4139 2.2213 -0.7677  -0.215
C: 6.4299 1.4703 -0.1936  -0.184
C: 6.1286 0.3113 0.5084  -0.222
C: 4.8108 -0.0965 0.6444  -0.125
C: 1.4616 0.4836 1.9774  -0.426
C: 2.1186 0.5632 3.1974  -0.217
C: 1.3464 0.7233 4.3396  -0.220
C: -0.0422 0.7892 4.2362  -0.221
C: -0.6773 0.7178 3.0019  -0.179
C: 0.0706 0.5818 1.8336  -0.402
H: 1.8930 -5.4522 -0.4330  0.222
H: 2.4656 -3.9402 -2.3065  0.220
H: 2.5404 -1.5067 -1.9469  0.205
H: 1.4878 -2.0802 2.1695  0.231
H: 1.4073 -4.5169 1.8004  0.222
H: 3.2946 2.3848 -1.0886  0.219
H: 5.6518 3.1135 -1.3321  0.221
H: 7.4600 1.7817 -0.3044  0.225
H: 6.9230 -0.2781 0.9462  0.226
H: 4.5794 -1.0110 1.1778  0.216
H: 3.1989 0.4973 3.2645  0.219
H: 1.8176 0.7880 5.3115  0.220
H: -0.6286 0.9049 5.1395  0.217
H: -1.7582 0.7939 2.9575  0.203
O: -2.0510 -0.3977 -0.4008  -0.697
C: -2.6181 -1.0061 -1.3086  0.760
C: -4.1037 -0.9389 -1.4935  -0.514
C: -4.3367 -0.3059 -2.8883  -0.396
C: -3.2541 0.6993 -3.3423  -0.421
C: -2.0110 0.1063 -4.0326  -0.421
C: -1.0963 -0.7223 -3.1282  -0.206
N: -1.9133 -1.6268 -2.3043  -0.618
H: -4.5160 -0.3280 -0.6936  0.244
H: -4.5549 -1.9310 -1.4277  0.247
H: -5.3019 0.1991 -2.8651  0.235
H: -4.4292 -1.0915 -3.6424  0.203
H: -2.9485 1.3261 -2.4970  0.207
H: -3.7199 1.3824 -4.0533  0.234
H: -1.4261 0.9177 -4.4714  0.229
H: -2.3411 -0.5188 -4.8687  0.207
H: -0.5108 -0.0801 -2.4640  0.182
H: -0.3827 -1.3131 -3.7001  0.224
H: -2.5248 -2.1750 -2.8970  0.382
S: -1.0808 2.6561 -0.6816  -0.251
C: 0.0434 3.6420 0.1105  0.291
N: -0.2870 4.9574 0.2865  -0.502
C: 0.4904 5.8405 0.9488  0.115
C: 1.6714 5.4117 1.4671  -0.324
C: 1.9907 4.0607 1.2354  0.166
N: 1.2280 3.2152 0.5836  -0.467
H: -1.1766 5.2545 -0.0928  0.443
H: 0.1106 6.8489 1.0277  0.241
H: 2.3219 6.0745 2.0139  0.257
H: 2.9324 3.6586 1.5986  0.224

Atoms 1-3, force components in eV/Å:
0.0 0.0 0.2
0.0 0.0 0.0
0.0 0.0 0.0

Properties
Total charge: +1
LUMO energy (alpha / beta): -3.221 / -3.223 eV
2S+1: 3
Energy relative to the best compared isomer or geometry (same formula, charge and spin): 0.0 kJ/mol